The following is a DFT calculation (ωB97M-V with the def2-TZVPD basis set) of C5H8N2 in the gas phase at a distorted geometry.

Output
lowest unoccupied orbital energy: 1.058 eV
net charge: 0
highest occupied orbital energy: -7.81 eV
relative energy (zero: lowest compared OMol25 entry of this formula, charge and spin): 432.8 kJ/mol
SMILES string: C1=NNC2(C1)CC2
HOMO-LUMO gap: 8.86 eV
calculated total energy: -8290.511 eV

XYZ file:
```
15
Properties=species:S:1:pos:R:3:forces:R:3:mulliken_charge:R:1
N 2.095701 -0.762571 -0.073728 1.46 3.28 -0.77 -0.63
N 0.882797 -1.327093 -0.246793 -0.34 -2.46 1.05 -0.02
C -1.431507 -0.363763 0.697327 0.85 -0.05 1.37 -0.65
C 2.022145 0.555119 -0.101490 -2.64 -2.99 0.66 -0.37
C 0.467221 0.994675 0.070345 4.68 4.87 -2.97 -0.19
C -1.606704 -0.080453 -0.794994 2.51 -0.61 1.82 -0.75
C -0.107884 -0.294107 -0.059563 -5.71 -0.29 0.79 0.35
H 0.515830 1.683330 0.979765 -0.89 -1.25 -0.80 0.29
H -1.690698 -0.922883 -1.405304 -1.01 -1.21 -0.88 0.30
H 2.899608 1.127233 0.034795 0.65 0.57 -0.02 0.41
H -1.880304 0.903148 -1.238524 0.43 -0.88 0.74 0.30
H 0.929698 -2.292285 0.271031 -1.02 2.69 -1.15 0.32
H -1.565423 0.412228 1.510240 0.10 -0.37 -1.52 0.19
H -1.596133 -1.292645 1.262646 -0.64 -0.20 -1.13 0.28
H 0.065657 1.660064 -0.905747 1.56 -1.12 2.82 0.16
```
Positions in Å, forces in eV/Å.

---

The following is a DFT calculation (ωB97M-V with the def2-TZVPD basis set) of a molecular structure, C5H8N2 at a distorted geometry.

Output
lowest unoccupied orbital energy: 0.828 eV
net charge: 0
highest occupied orbital energy: -9.30 eV
relative energy (zero: lowest compared OMol25 entry of this formula, charge and spin): 313.7 kJ/mol
HOMO-LUMO gap: 10.13 eV
calculated total energy: -8291.745 eV

XYZ file:
```
15
Properties=species:S:1:pos:R:3:forces:R:3:mulliken_charge:R:1
N -1.652498 0.832247 0.242859 0.10 -0.11 -0.32 -0.47
N -0.361186 -2.615363 0.355649 -0.61 0.01 0.04 -0.54
C 0.494113 0.085570 0.288396 0.11 1.05 0.41 0.18
C -0.801417 -1.575841 0.616314 -1.17 -2.11 0.24 0.34
C -1.049645 -0.244168 1.005042 2.51 -0.29 -0.60 -0.26
C 1.270312 -0.495070 -0.934577 -0.45 -0.04 0.29 -1.44
C -0.290546 1.350973 -0.033374 0.29 0.88 -0.29 -0.63
H 1.201496 0.094723 1.113553 0.06 0.55 0.04 0.32
H 1.872044 -1.389347 -0.731225 -0.41 0.17 0.23 0.40
H -1.039266 0.028530 2.068728 0.17 -0.70 -0.32 0.38
H -0.008091 2.100451 0.704523 -0.30 0.47 -0.21 0.23
H -2.113424 0.505009 -0.599013 0.10 -0.04 0.00 0.33
H -0.180209 1.713377 -1.051949 0.11 0.31 -0.03 0.41
H 0.673519 -0.695049 -1.831105 -0.17 0.04 0.30 0.35
H 1.984805 0.303961 -1.213822 -0.33 -0.19 0.23 0.40
```
Positions in Å, forces in eV/Å.

---

The following is a DFT calculation (ωB97M-V with the def2-TZVPD basis set) of 3 unconnected molecules or ions with the total composition C5H8N2.

Output
lowest unoccupied orbital energy (alpha / beta): -1.124 / -0.609 eV
net charge: 0
highest occupied orbital energy (alpha / beta): -7.71 / -8.63 eV
relative energy (zero: lowest compared OMol25 entry of this formula, charge and spin): 618.9 kJ/mol
HOMO-LUMO gap (alpha / beta): 6.59 / 8.02 eV
calculated total energy: -8288.582 eV

XYZ file:
```
15
Properties=species:S:1:pos:R:3:forces:R:3:mulliken_charge:R:1
N -0.070973 -1.136515 -0.095777 0.27 -0.20 -0.57 0.72
N -0.485995 -0.301304 0.827513 0.34 0.72 -0.16 -0.87
C 0.636412 -0.520274 -1.116946 -0.11 -0.28 -0.12 -0.40
C -0.535449 -2.510151 -0.074515 0.00 -0.06 -0.07 -0.78
C -0.039817 2.040471 1.218504 -0.13 0.34 0.53 -0.96
C 0.641554 0.822869 -0.866563 -0.34 -0.56 0.64 -0.40
C 0.025589 0.897099 0.422255 -0.13 -0.09 0.01 0.78
H 0.584537 2.451677 -0.966398 -0.13 0.40 0.08 -0.28
H -1.477747 -2.611067 -0.621234 0.11 0.00 0.08 0.29
H 0.221907 -3.151479 -0.531290 -0.12 0.08 0.08 0.30
H 0.235721 3.098489 -0.504144 0.21 -0.35 -0.32 0.28
H -0.799910 2.107146 1.995425 0.11 -0.03 -0.12 0.26
H 0.795505 2.720126 1.310252 -0.11 -0.11 -0.07 0.39
H 0.957366 -1.113135 -1.964570 -0.02 0.11 0.14 0.38
H -0.688699 -2.793954 0.967488 0.03 0.04 -0.15 0.29
```
Positions in Å, forces in eV/Å.

---

The following is a DFT calculation (ωB97M-V with the def2-TZVPD basis set) of C5H8N2 in the gas phase at a distorted geometry.

Output
lowest unoccupied orbital energy: 0.806 eV
net charge: 0
highest occupied orbital energy: -8.49 eV
relative energy (zero: lowest compared OMol25 entry of this formula, charge and spin): 382.0 kJ/mol
SMILES string: C/N=C/[C@H]1N=C1C
HOMO-LUMO gap: 9.29 eV
calculated total energy: -8291.038 eV

XYZ file:
```
15
Properties=species:S:1:pos:R:3:forces:R:3:mulliken_charge:R:1
N -0.753872 -1.271218 -0.427976 -0.59 1.06 -0.89 -0.46
N 1.595933 -0.353428 -0.201329 0.02 0.43 0.23 -0.28
C -0.567931 0.544938 -0.455502 0.18 -0.30 -0.28 -0.44
C 0.862764 0.679580 -0.222531 0.19 -0.31 0.21 0.00
C -1.491476 -0.418547 0.085200 -0.20 -0.30 -0.07 0.59
C -2.942390 -0.332386 0.331171 -0.24 0.01 0.33 -1.08
C 2.964318 -0.227478 0.191421 0.38 0.06 0.12 -0.70
H -3.375243 0.152837 -0.558019 0.08 -0.09 0.33 0.29
H -1.020605 1.278486 -1.144356 0.28 -0.70 -0.34 0.33
H 1.265248 1.702011 -0.145295 -0.04 -0.12 0.14 0.33
H 3.078226 -0.824592 1.101577 0.19 0.11 -0.05 0.26
H 3.607567 -0.677847 -0.570071 -0.02 0.08 0.08 0.23
H -3.147980 0.281872 1.204240 -0.24 -0.06 0.07 0.29
H 3.282326 0.804759 0.397069 0.08 -0.05 -0.03 0.30
H -3.356878 -1.338981 0.414394 -0.06 0.19 0.14 0.32
```
Positions in Å, forces in eV/Å.

---

The following is a DFT calculation (ωB97M-V with the def2-TZVPD basis set) of 2 unconnected molecules or ions with the total composition C5H8N2 at a distorted geometry.

Output
lowest unoccupied orbital energy: 0.965 eV
net charge: 0
highest occupied orbital energy: -7.74 eV
relative energy (zero: lowest compared OMol25 entry of this formula, charge and spin): 448.3 kJ/mol
SMILES string: CC(N)=C=N.C#C
HOMO-LUMO gap: 8.71 eV
calculated total energy: -8290.350 eV

XYZ file:
```
15
Properties=species:S:1:pos:R:3:forces:R:3:mulliken_charge:R:1
N 1.066551 1.880670 0.283948 -0.43 -0.54 -0.04 -0.59
N -1.662668 -0.346849 0.075796 -1.26 1.06 -1.04 -0.55
C -0.488102 -0.089536 0.763745 1.49 0.05 2.15 -0.01
C 0.348743 0.888934 0.488699 0.35 1.06 0.15 0.63
C 0.936858 -0.102671 -1.938547 0.23 -1.33 1.30 -0.98
C 1.159164 0.291616 -3.028910 -0.09 0.81 -5.04 -0.14
C -0.270060 -0.952942 2.003530 0.53 0.38 -0.69 -1.32
H -1.696915 0.414421 -0.638043 -1.03 -1.05 0.65 0.30
H 1.786044 1.854934 -0.464146 -0.53 -0.51 0.50 0.27
H 1.168274 0.456036 -4.175144 0.20 -0.07 2.91 0.34
H 0.833484 -0.570491 -0.984732 -0.01 0.15 -0.23 0.82
H -0.868893 -1.870955 1.862525 0.72 0.15 0.21 0.38
H 0.825784 -1.097329 2.158875 -0.99 -0.35 0.05 0.29
H -0.663828 -0.399788 2.852214 -0.05 -0.13 0.29 0.31
H -2.474436 -0.356050 0.740190 0.85 0.31 -1.16 0.24
```
Positions in Å, forces in eV/Å.

---

The following is a DFT calculation (ωB97M-V with the def2-TZVPD basis set) of C5H8N2 in the gas phase at a distorted geometry.

Output
lowest unoccupied orbital energy: 0.874 eV
net charge: 0
highest occupied orbital energy: -10.01 eV
relative energy (zero: lowest compared OMol25 entry of this formula, charge and spin): 125.9 kJ/mol
SMILES string: C[C@@]1(CC#N)CN1
HOMO-LUMO gap: 10.88 eV
calculated total energy: -8293.691 eV

XYZ file:
```
15
Properties=species:S:1:pos:R:3:forces:R:3:mulliken_charge:R:1
N -0.873136 -1.255563 -0.814635 -0.15 0.01 -0.19 -0.65
N 2.528575 1.809845 0.776667 -0.39 -0.91 -0.46 -0.46
C 2.032225 0.904072 0.256302 0.44 0.76 0.45 0.25
C -0.169410 -0.198141 -0.100460 0.02 0.19 0.03 0.92
C -0.756641 -1.340241 0.641220 0.04 -0.07 0.31 -0.74
C 1.328598 -0.190056 -0.420442 -0.01 -0.05 -0.01 -0.32
C -0.822467 1.164080 0.012947 -0.01 0.04 -0.02 -1.48
H -1.811325 1.088335 0.476605 0.11 -0.04 -0.16 0.37
H -0.128816 -2.152865 1.001884 -0.07 0.16 -0.05 0.26
H 1.469985 -0.069658 -1.500656 -0.04 0.02 0.14 0.24
H 1.788166 -1.143399 -0.139500 -0.09 0.14 -0.07 0.34
H -0.218605 1.837138 0.627550 -0.12 -0.09 -0.04 0.43
H -1.637628 -1.139933 1.249383 0.16 -0.03 -0.11 0.26
H -0.928630 1.629539 -0.974740 0.02 -0.07 0.12 0.31
H -1.800891 -0.943152 -1.092123 0.12 -0.04 0.07 0.29
```
Positions in Å, forces in eV/Å.